Below is C46H44N10PbSSbSe4 as an isolated structure, with properties calculated with wB97M-V/def2-TZVPD.

The geometry in XYZ format:
```
107
Properties=species:S:1:pos:R:3:forces:R:3
Pb -0.236 -0.064 0.115 0.2 -0.3 0.2
N -1.920 0.290 4.493 -0.1 -0.5 -0.2
C -1.521 0.403 3.234 -0.1 0.0 0.2
N -1.686 -0.486 2.292 0.0 0.0 0.0
C -2.186 -1.719 2.646 -0.1 -0.1 -0.1
N -2.282 -2.710 1.805 0.1 0.3 0.0
N -1.690 -2.437 0.595 -0.1 0.0 -0.3
C -2.076 -3.203 -0.348 0.0 -0.1 0.1
C -1.517 -3.164 -1.707 0.0 0.0 0.0
C -1.886 -4.168 -2.603 0.0 0.0 0.0
C -1.331 -4.179 -3.869 0.0 0.0 0.0
C -0.426 -3.187 -4.207 0.0 0.0 0.0
C -0.132 -2.220 -3.256 0.0 0.1 0.0
N -0.663 -2.194 -2.042 0.0 0.0 0.1
C -2.635 -1.932 4.022 0.0 0.0 0.0
C -3.144 -3.156 4.465 -0.1 0.0 0.0
C -3.485 -3.326 5.788 0.0 0.0 0.0
C -3.314 -2.276 6.697 0.0 0.0 0.0
C -2.807 -1.066 6.284 0.0 0.0 0.0
C -2.468 -0.898 4.942 0.0 0.0 -0.1
H -1.446 0.939 5.141 0.1 0.3 0.1
H -1.002 1.330 3.020 0.0 0.0 0.0
H -2.827 -3.967 -0.142 0.0 0.0 0.0
H -2.589 -4.931 -2.292 0.0 0.0 0.0
H -1.596 -4.955 -4.578 0.0 0.0 0.0
H 0.047 -3.157 -5.179 0.0 0.0 0.0
H 0.578 -1.430 -3.482 0.0 0.0 0.0
H -3.246 -3.958 3.748 0.0 0.0 0.0
H -3.870 -4.277 6.132 0.0 0.0 0.0
H -3.563 -2.421 7.741 0.0 0.0 0.0
H -2.629 -0.259 6.982 0.0 0.0 0.0
C -3.623 1.017 -0.264 -0.1 0.0 0.0
C -3.579 0.487 -1.670 0.0 0.0 0.0
C -4.450 -0.514 -2.087 0.0 0.0 0.0
C -4.386 -1.034 -3.370 0.0 0.0 0.0
C -3.439 -0.550 -4.259 0.0 0.0 0.0
C -2.551 0.449 -3.882 0.0 0.0 0.0
C -1.497 0.958 -4.822 0.0 0.0 0.0
C -2.634 0.963 -2.585 0.1 0.0 -0.1
N -1.643 1.862 -2.144 -0.1 0.0 0.0
C -1.750 3.120 -2.199 0.1 -0.1 0.0
C -2.902 3.863 -2.819 0.0 0.0 0.1
C -0.621 3.922 -1.572 -0.1 -0.1 -0.1
C -0.614 5.416 -1.752 0.0 0.0 0.0
N 0.219 3.259 -0.904 0.3 0.2 0.0
C 1.296 3.887 -0.213 -0.1 0.0 0.0
C 2.505 4.181 -0.838 0.0 0.0 0.0
C 2.697 4.094 -2.329 0.0 0.0 0.0
C 3.567 4.600 -0.036 0.0 0.0 0.0
C 3.430 4.721 1.334 0.0 0.0 0.0
C 2.198 4.483 1.929 0.0 0.0 0.0
C 1.116 4.091 1.160 0.0 0.0 0.0
C -0.232 3.847 1.760 0.0 -0.1 0.1
H -4.508 0.651 0.255 0.0 0.0 0.0
H -3.640 2.108 -0.237 0.0 0.0 0.0
H -2.746 0.696 0.308 -0.3 0.1 0.0
H -5.181 -0.895 -1.383 0.0 0.0 0.0
H -5.066 -1.821 -3.672 0.0 0.0 0.0
H -3.376 -0.958 -5.262 0.0 0.0 0.0
H -1.580 0.474 -5.795 0.0 0.0 0.0
H -0.499 0.759 -4.422 0.0 0.0 0.0
H -1.570 2.038 -4.970 0.0 0.0 0.0
H -3.626 3.169 -3.242 0.0 0.0 0.0
H -2.547 4.532 -3.605 0.0 0.0 0.0
H -3.404 4.484 -2.074 0.0 0.0 0.0
H -1.562 5.849 -1.431 0.0 0.0 0.0
H -0.477 5.676 -2.804 0.0 0.0 0.0
H 0.192 5.861 -1.173 0.0 0.0 0.0
H 3.555 3.468 -2.573 0.0 0.0 0.0
H 2.889 5.085 -2.749 0.0 0.0 0.0
H 1.825 3.682 -2.838 0.0 0.0 0.0
H 4.522 4.811 -0.504 0.0 0.0 0.0
H 4.280 4.991 1.947 0.0 0.0 0.0
H 2.078 4.559 3.003 0.0 0.0 0.0
H -0.237 4.066 2.825 0.0 0.0 0.1
H -0.476 2.789 1.645 -0.1 0.0 -0.1
H -1.012 4.428 1.259 0.0 0.0 0.0
N 3.792 -1.981 1.131 0.1 -0.2 0.0
C 3.644 -2.763 2.311 0.0 0.0 -0.1
C 4.475 -2.516 3.387 0.1 0.0 0.0
C 4.373 -3.281 4.540 0.0 0.0 -0.1
C 3.435 -4.294 4.615 0.0 0.0 0.0
C 2.576 -4.515 3.548 0.0 0.0 0.0
C 2.676 -3.753 2.399 0.0 0.0 0.1
S 1.509 -4.015 1.098 0.0 0.0 -0.1
N 1.846 -2.782 -0.005 -0.1 0.0 0.0
C 2.826 -1.986 0.151 0.1 0.0 0.0
C 3.051 -0.999 -0.952 -0.1 0.1 0.0
C 4.294 -0.892 -1.562 0.0 -0.1 0.0
C 4.436 -0.039 -2.644 0.0 0.0 0.0
C 3.344 0.700 -3.066 0.0 0.1 0.0
C 2.153 0.564 -2.371 0.0 0.0 0.0
N 2.004 -0.275 -1.353 0.0 -0.1 0.0
H 4.139 -1.051 1.327 0.0 0.1 0.0
H 5.182 -1.697 3.334 0.0 0.0 0.0
H 5.004 -3.054 5.388 0.0 0.0 0.0
H 3.319 -4.869 5.524 0.0 0.0 0.0
H 1.784 -5.251 3.630 0.0 0.0 0.0
H 5.117 -1.495 -1.204 0.0 0.0 0.0
H 5.389 0.046 -3.150 0.0 0.0 0.0
H 3.414 1.389 -3.897 0.0 0.0 0.0
H 1.282 1.165 -2.618 0.0 0.0 0.0
Se 4.188 1.269 4.505 0.1 0.0 0.0
Sb 1.864 0.613 4.468 0.0 -0.2 -0.1
Se 1.710 0.536 1.811 0.0 0.3 0.0
Se 0.352 2.306 5.416 0.1 0.3 -0.1
Se 1.195 -1.621 5.111 -0.2 0.2 0.0
```
Forces are in eV/Å.

## Properties
lowest unoccupied orbital energy = 1.7349 eV
ΔE to the lowest compared entry with this formula, charge and spin = 4.8 kcal per mole
HOMO level = -0.13786 Ha
frontier orbital gap = 5.49 eV
calculated total energy = -12764.07598 hartree
charge = -1
largest force on an atom = 0.51 eV/Å